Entry 1:
Computed, not measured: one molecule with the formula C3H2N4O in a non-equilibrium geometry, with the ωB97M-V functional and the def2-TZVPD basis.

```
! wB97M-V def2-TZVPD RIJCOSX def2/J DEFGRID3
* xyz 0 1
O 0.00276 1.85995 0.99266
C 0.30358 1.05524 0.09563
C -0.59924 0.87007 -1.09097
N -1.15147 -0.31933 -0.96850
N -0.99510 -1.11013 0.16539
C 0.18073 -1.42718 0.66517
N 1.46930 -0.86128 0.50407
N 1.51495 0.26588 -0.02750
H -0.99284 1.72124 -1.80200
H 0.26733 -2.05448 1.46606
*
```

Properties
ΔE to the lowest compared entry with this formula, charge and spin = 75.53 kcal/mol
SMILES = O=c1cnncnn1
HOMO-LUMO gap = 8.531 eV
LUMO level = -1.58 eV

Entry 2:
Computed, not measured: C6H21BFO6Si2 as an isolated structure in a non-equilibrium geometry, with the ωB97M-V functional and the def2-TZVPD basis.

```
! wB97M-V def2-TZVPD RIJCOSX def2/J DEFGRID3
* xyz 1 1
C 1.08887 0.96753 -3.78774
C 0.41975 -0.42482 -3.17009
O -1.01018 -0.14508 -2.96387
B -1.67689 -1.18518 -2.15606
O -1.36524 -2.65387 -2.23229
Si -3.03627 -0.57109 -0.88503
O -2.38605 0.38320 0.43948
Si -0.81394 -0.20417 0.97513
O -0.66639 -1.95605 1.03947
F 0.39105 0.57123 -0.11793
C -0.32367 0.43300 2.76655
C 1.06222 -0.41088 3.17031
C 2.22907 0.59512 3.72917
C 3.74758 -0.02130 3.71817
O 3.91095 -1.27322 2.96366
H 0.42261 1.24578 -4.73325
H 2.22876 0.86160 -4.03699
H 0.85993 1.80495 -2.97349
H 0.60075 -1.27619 -3.98312
H 0.99600 -0.77886 -2.20723
H -0.74420 -2.88216 -1.46498
H -3.79050 -1.70452 -0.32480
H -4.03211 0.19919 -1.67356
H 0.15424 -2.17013 0.49445
H -0.11101 1.59307 2.62081
H -1.18844 0.24636 3.54717
H 1.43969 -0.93733 2.19581
H 0.69356 -1.21638 3.96867
H 2.15020 1.59844 3.09653
H 1.96398 0.81511 4.87142
H 4.45211 0.79161 3.20708
H 4.16806 -0.20610 4.80130
H 3.85457 -1.11472 1.97373
O -4.04925 2.12283 -3.09232
H -4.43807 2.13575 -4.00385
H -4.06849 3.02266 -2.67763
H -3.13324 1.74461 -3.09469
*
```

Properties
HOMO-LUMO gap = 7.054 eV
LUMO level = -5.00 eV

Entry 3:
Computed, not measured: a 2-piece molecular cluster, C10H16 overall in a non-equilibrium geometry, with the ωB97M-V functional and the def2-TZVPD basis.

```
! wB97M-V def2-TZVPD RIJCOSX def2/J DEFGRID3
* xyz 0 1
C 2.40231 1.86025 -1.44949
C 2.04139 0.53215 -0.83203
C 2.45873 -0.64174 -1.51265
C 2.29711 -1.81656 -0.83478
C 1.77492 -1.94148 0.48236
C 1.37857 -0.75934 1.05069
C 1.56683 0.51987 0.46453
H 3.53003 1.84759 -1.46974
H 2.12003 2.77036 -0.87873
H 2.05029 1.96358 -2.49200
H 2.75694 -0.63645 -2.54387
H 2.68943 -2.79511 -1.16256
H 1.74405 -2.88729 0.97847
H 1.12682 -0.70022 2.10867
H 1.35502 1.47817 0.90763
C -3.41480 -0.66377 -0.20623
C -3.18369 0.61912 0.52543
C -1.99469 0.51534 1.47922
H -4.01968 -0.66238 -1.13981
H -2.47924 -1.09393 -0.59047
H -4.00189 -1.29487 0.45642
H -3.97750 0.75836 1.25901
H -3.15152 1.60240 -0.03269
H -1.93443 1.36449 2.22663
H -1.02522 0.36017 1.02391
H -2.10981 -0.29873 2.18207
*
```

Properties
ΔE to the lowest compared entry with this formula, charge and spin = 26.05 kcal/mol
SMILES = Cc1ccccc1.CCC
HOMO-LUMO gap = 10.005 eV
LUMO level = 0.98 eV

Entry 4:
Computed, not measured: C35H47AsBrN5O6S2SiTl as an isolated structure in a non-equilibrium geometry, with the ωB97M-V functional and the def2-TZVPD basis.

```
! wB97M-V def2-TZVPD RIJCOSX def2/J DEFGRID3
* xyz -2 2
Tl -0.25190 -1.93201 -1.15189
C -2.76413 1.64595 -1.51639
N -1.67107 1.29486 -2.40141
C -1.95559 0.93234 -3.77804
C -2.12678 -0.52361 -4.09907
N -2.61159 -1.45512 -3.34132
C -2.57515 -2.61592 -4.09900
C -2.96231 -3.91378 -3.78523
C -2.85476 -4.87168 -4.77611
C -2.36890 -4.56554 -6.05058
C -1.96320 -3.28307 -6.37686
C -2.06944 -2.32812 -5.37843
N -1.80498 -0.97479 -5.36054
C -3.16332 0.65267 -0.46303
N -2.66972 -0.51629 -0.19729
C -3.33294 -0.97427 0.92209
C -3.20036 -2.17291 1.62110
C -4.03523 -2.36669 2.70905
C -4.96661 -1.40739 3.11629
C -5.09782 -0.19969 2.44261
C -4.27035 -0.01410 1.34609
N -4.14065 1.02027 0.44408
H -3.64953 1.90977 -2.10507
H -2.46471 2.55411 -0.97108
H -1.08893 0.58570 -1.96647
H -1.11306 1.29186 -4.38152
H -2.84753 1.47561 -4.10911
H -3.30753 -4.16095 -2.79191
H -3.13687 -5.89318 -4.55360
H -2.29140 -5.35324 -6.79060
H -1.56119 -3.04162 -7.35348
H -1.26122 -0.47386 -6.03837
H -2.45759 -2.90501 1.32331
H -3.96586 -3.29178 3.26779
H -5.59947 -1.60403 3.97321
H -5.80787 0.55749 2.75354
H -4.62007 1.90094 0.46639
O 1.55090 -6.25644 -3.01024
As 0.89690 -4.61837 -2.42276
O 1.03123 -3.61089 -3.70894
O -0.62644 -4.97086 -1.95752
C 2.40449 -4.33653 -1.18607
C 3.59829 -4.55650 -1.87694
C 4.82640 -4.49821 -1.24771
C 4.88661 -4.23109 0.11289
C 3.71905 -3.97784 0.80556
C 2.47905 -4.01741 0.17007
S 1.15619 -3.42988 1.25483
O -0.12988 -3.90792 0.76368
O 1.48875 -3.93243 2.58082
O 1.28946 -1.96895 1.15992
H 0.77177 -6.57514 -3.48527
H 3.53617 -4.76843 -2.93639
H 5.73507 -4.67393 -1.81165
H 5.84043 -4.21078 0.62750
H 3.72395 -3.75204 1.86317
C 2.06768 5.39563 1.32697
C 1.80682 4.06281 0.61053
C 3.11952 3.59592 -0.03480
C 0.83059 4.31092 -0.55133
Si 1.12870 2.69353 1.81552
Br 0.20224 1.11243 0.49787
C -0.36268 3.34064 2.89708
C -1.20176 2.16232 3.41906
C -1.31263 4.19426 2.04587
C 0.10334 4.17801 4.09485
C 2.50225 1.82016 2.84703
C 1.88363 0.93914 3.94259
C 3.30146 0.86603 1.94003
C 3.45697 2.82373 3.50813
H 2.49575 6.11401 0.61947
H 2.77091 5.27973 2.15560
H 1.14713 5.83100 1.72249
H 3.43642 4.32912 -0.78474
H 2.98856 2.64171 -0.54893
H 3.92543 3.49895 0.69447
H 1.27367 5.03525 -1.24342
H -0.12650 4.70939 -0.21451
H 0.64069 3.39025 -1.10386
H -1.58190 1.55541 2.59735
H -2.06251 2.54618 3.98011
H -0.63559 1.50919 4.08024
H -1.61621 3.64662 1.15093
H -0.85637 5.13813 1.74462
H -2.21362 4.42905 2.62472
H 0.71358 3.58838 4.78113
H -0.76520 4.54358 4.65471
H 0.69054 5.04407 3.77976
H 1.19879 0.20662 3.51013
H 1.35807 1.52483 4.70032
H 2.67957 0.38133 4.44622
H 2.66987 0.06512 1.55022
H 4.09804 0.39733 2.52893
H 3.76409 1.37146 1.09403
H 2.92551 3.51914 4.16465
H 4.00403 3.40969 2.76760
H 4.19343 2.28542 4.11336
S 2.98561 0.56838 -2.32138
C 2.22333 -0.74410 -1.84767
*
```

Properties
HOMO-LUMO gap (alpha / beta) = 2.955 / 6.060 eV
LUMO level (alpha / beta) = 3.75 / 3.75 eV

Entry 5:
Computed, not measured: CH3NO3P as an isolated structure in a non-equilibrium geometry, with the ωB97M-V functional and the def2-TZVPD basis.

```
! wB97M-V def2-TZVPD RIJCOSX def2/J DEFGRID3
* xyz -1 1
C 1.07181 0.23301 -0.60192
N -1.56321 -1.13388 0.55122
O -0.05034 0.32188 2.03195
O 1.55773 -0.50511 -1.44190
O -0.02475 1.07190 -0.89174
P -0.18014 -0.48820 0.81066
H 1.68172 0.73700 0.06038
H -2.29363 -1.01743 1.29634
H -0.19918 0.78083 -1.81500
*
```

Properties
ΔE to the lowest compared entry with this formula, charge and spin = 69.08 kcal/mol
HOMO-LUMO gap = 8.167 eV
LUMO level = 4.22 eV

Entry 6:
Computed, not measured: a 2-piece molecular cluster, C5H11BrSi overall in a non-equilibrium geometry, with the ωB97M-V functional and the def2-TZVPD basis.

```
! wB97M-V def2-TZVPD RIJCOSX def2/J DEFGRID3
* xyz 0 1
C -1.71356 2.20089 -0.79783
Si -2.93578 0.93125 0.21889
Br -1.91835 -1.06764 0.20578
H -2.22710 2.64370 -1.63605
H -1.58323 2.90629 0.01738
H -0.85351 1.62615 -0.99268
H -4.27605 0.40403 -0.15582
H -2.77032 1.02269 1.74629
C 1.48976 -0.84403 -1.32176
C 1.66302 -0.95409 0.19916
C 1.40997 -0.65071 1.42431
C 2.47412 -1.70788 1.20529
H 2.31175 -0.17358 -1.57808
H 0.55856 -0.35419 -1.58982
H 1.64742 -1.85158 -2.01995
H 0.96799 -0.07794 2.32326
H 3.44536 -1.32331 1.42210
H 2.30996 -2.73005 1.32953
*
```

Properties
ΔE to the lowest compared entry with this formula, charge and spin = 83.54 kcal/mol
SMILES = C[SiH2]Br.CC1=CC1
HOMO-LUMO gap = 9.387 eV
LUMO level = 0.62 eV